No. 1
Here is a 2-piece molecular cluster, C29H45ClN4OP overall at a distorted geometry from the Open Molecules 2025 dataset. Energies are from wB97M-V/def2-TZVPD.

Properties
- net charge = +1
- energy (hartree) = -2227.4568
- max |F| (eV/A) = 2.3
- HOMO energy (eV) = -9.126

Each line ends with the Löwdin charge.
Atoms and positions in Å:
C1 -6.974832 3.021544 -0.835245  0.11
C2 -6.867922 3.552542 -1.909622  -0.15
C3 -6.673989 4.298608 -3.153267  -0.19
C4 -5.614793 5.421637 -2.968077  -0.17
C5 -4.366299 5.212908 -3.871862  -0.14
C6 -3.149341 4.670278 -3.151557  -0.14
C7 -2.744091 3.318925 -3.432351  -0.14
C8 -3.494377 2.378685 -4.380325  -0.13
C9 -3.644793 0.985599 -3.791263  -0.17
C10 -4.462387 0.722668 -2.717075  0.00
C11 -1.626641 2.815104 -2.826948  0.03
C12 -0.851752 3.554397 -1.922821  -0.19
N1 0.257101 2.967798 -1.379646  0.19
C13 0.894890 3.714152 -0.521389  -0.26
C14 2.104214 3.132043 0.164962  -0.15
C15 1.718790 2.204647 1.329109  -0.19
C16 0.960409 0.957726 0.863476  -0.24
C17 1.005205 -0.204017 1.853525  -0.20
C18 0.282185 -1.420794 1.240547  -0.30
N2 -0.757753 -1.969157 2.134448  -0.02
C19 0.493770 5.044040 -0.208672  -0.06
N3 -0.536037 5.625524 -0.743415  0.11
C20 -1.252447 4.862411 -1.617718  -0.25
C21 -2.406841 5.415917 -2.241512  -0.28
P1 -2.731244 7.169213 -1.689715  0.62
O1 -3.528818 7.861711 -2.950917  -0.37
Cl1 -4.205096 6.916190 -0.245238  0.24
H1 -7.068409 2.645501 0.153804  0.02
H2 -6.399991 3.585043 -3.932605  0.10
H3 -7.610250 4.754454 -3.476724  0.12
H4 -6.028136 6.393956 -3.222688  0.11
H5 -5.297354 5.400614 -1.933755  0.03
H6 -4.667500 4.538129 -4.666402  0.09
H7 -4.092336 6.131167 -4.383514  0.10
H8 -2.940500 2.287829 -5.315298  0.12
H9 -4.506613 2.705492 -4.561558  0.08
H10 -3.050897 0.173200 -4.211506  0.09
H11 -5.361439 0.116674 -2.816141  0.05
H12 -4.249441 1.098336 -1.718077  0.06
H13 -1.303872 1.805885 -3.054495  0.12
H14 2.584593 2.495969 -0.583243  0.11
H15 2.816783 3.897853 0.465622  0.11
H16 1.118263 2.752792 2.060625  0.12
H17 2.626829 1.880538 1.845175  0.11
H18 1.361440 0.655280 -0.107943  0.11
H19 -0.081398 1.217666 0.661897  0.11
H20 0.469181 0.074368 2.761122  0.11
H21 2.045171 -0.472442 2.045440  0.10
H22 -0.189188 -1.103331 0.303190  0.10
H23 0.984451 -2.212703 0.968977  0.08
H24 -1.483548 -1.264286 2.226985  0.07
H25 -1.226747 -2.712225 1.623625  0.06
H26 1.090084 5.617108 0.493272  0.12
H27 -3.013588 7.808563 -3.763888  0.05
C22 6.873910 -5.872038 2.564476  -0.09
C23 5.819091 -6.193408 1.502126  -0.21
C24 4.603892 -5.266955 1.537300  -0.11
N4 3.390711 -5.811259 2.258692  -0.27
C25 2.701102 -6.827182 1.411855  0.02
C26 3.694277 -6.371772 3.624086  -0.10
C27 3.833924 -5.146902 4.500618  -0.14
C28 2.693211 -4.245062 4.013862  -0.12
C29 2.443143 -4.651635 2.553375  -0.08
H28 6.550793 -6.136100 3.571927  0.06
H29 7.789161 -6.426028 2.363189  0.08
H30 7.122252 -4.810063 2.555922  0.09
H31 5.532091 -7.245108 1.559584  0.11
H32 6.290976 -6.060891 0.527936  0.12
H33 4.256880 -5.065721 0.524532  0.14
H34 4.853734 -4.311490 1.995528  0.14
H35 3.377870 -7.658699 1.233926  0.11
H36 2.417251 -6.360429 0.472082  0.12
H37 1.816492 -7.174564 1.937775  0.11
H38 2.831066 -6.965935 3.923130  0.15
H39 4.566100 -7.017818 3.581229  0.12
H40 4.799645 -4.665427 4.342935  0.11
H41 3.755936 -5.385534 5.558377  0.13
H42 2.940835 -3.190520 4.108604  0.12
H43 1.790293 -4.411695 4.598106  0.12
H44 2.641009 -3.851066 1.846173  0.12
H45 1.424940 -5.005884 2.417226  0.13

Cartesian forces (eV/Å) of the 2 atoms listed first:
0.05 0.36 -0.39
-0.18 -0.10 0.46

No. 2
Here is C29H45FP2Pr as an isolated structure at a distorted geometry from the Open Molecules 2025 dataset. Energies are from wB97M-V/def2-TZVPD.

Properties
- multiplicity = 3
- net charge = +1
- energy (hartree) = -2431.1410
- max |F| (eV/A) = 2.8
- relative energy (zero: lowest compared OMol25 entry of this formula, charge and spin) (kJ/mol) = 0.0
- HOMO energy (spin up / spin down) (eV) = -8.417 / -8.431
- <S²> = 2.04

Each line ends with the Mulliken spin population.
Atoms and positions in Å:
Pr1 1.742184 -0.874143 0.278500  2.14
C1 -1.172048 -1.056150 2.996695  -0.01
C2 -0.788245 -2.105746 2.124159  0.00
C3 0.945223 -1.713136 3.599217  -0.01
C4 -0.100830 -0.810997 3.896075  -0.01
C5 0.536771 -2.514491 2.491731  0.00
C6 -2.502059 -0.402849 3.013674  0.00
H1 -2.727108 0.092481 2.056689  0.00
H2 -2.550657 0.350286 3.807615  0.00
H3 -3.301715 -1.133635 3.204001  0.00
C7 -0.057352 0.212793 4.968103  0.00
H4 -1.067733 0.542886 5.239264  0.00
H5 0.519806 1.099854 4.661980  0.00
H6 0.416489 -0.196139 5.872379  0.00
C8 2.226809 -1.837155 4.335333  0.00
H7 2.100009 -1.476900 5.363951  0.00
H8 3.024257 -1.231645 3.884840  0.00
H9 2.575004 -2.877465 4.371635  0.00
C9 1.250211 -3.724007 1.977621  -0.01
H10 1.859624 -4.180087 2.773538  0.00
H11 1.932686 -3.513285 1.126836  0.00
H12 0.540787 -4.499628 1.646890  0.00
C10 -1.676471 -2.833786 1.180531  0.00
H13 -1.658683 -3.918030 1.382157  0.00
H14 -1.409478 -2.704138 0.118090  0.00
H15 -2.714656 -2.493360 1.299044  0.00
C11 -1.991383 2.453284 -0.109030  0.00
C12 -2.942078 1.537046 0.126674  0.00
C13 -3.150562 0.331550 -0.746613  0.00
C14 -3.000496 0.579200 -2.284440  0.00
C15 -1.663249 0.087040 -2.878722  0.00
C16 -0.606120 -0.287518 -1.808646  -0.02
C17 -0.209199 0.763967 -0.720830  0.00
C18 -0.768780 2.184600 -0.940431  0.01
H16 -4.129125 -0.140138 -0.549436  0.00
H17 -3.172745 1.628529 -2.539521  0.00
H18 -2.418456 -0.418523 -0.429230  0.00
H19 -0.944315 2.324230 -2.021970  0.00
H20 -2.048471 3.476588 0.309287  0.00
H21 -3.637683 1.639900 0.951532  0.00
H22 0.040667 2.886300 -0.664927  0.00
H23 -0.475684 0.406494 0.308856  0.00
H24 -0.829082 -1.276509 -1.349394  -0.01
H25 0.906967 0.963250 -0.716685  -0.01
H26 -3.817345 0.037079 -2.788210  0.00
H27 -1.895455 -0.840796 -3.448660  0.00
P1 -0.730232 1.010668 -4.141549  0.00
C19 -1.016155 2.789342 -4.254564  0.00
C20 -1.330305 0.380327 -5.737321  0.00
P2 1.282890 -0.716096 -2.628490  -0.04
C21 1.006768 0.618846 -3.884319  0.00
C22 0.834900 -2.197279 -3.581669  0.00
C23 3.161493 -0.753039 -2.724548  -0.02
H28 -0.162767 3.338841 -3.830324  0.00
H29 -1.953105 3.098010 -3.766446  0.00
H30 -1.084109 3.016138 -5.333528  0.00
H31 -0.924724 1.027593 -6.532210  0.00
H32 -2.431366 0.424052 -5.774417  0.00
H33 -0.998408 -0.657804 -5.894229  0.00
H34 3.409373 -0.532665 -3.774193  0.00
H35 3.534130 -1.755709 -2.465629  0.00
H36 3.638033 0.009856 -2.083196  0.00
H37 1.505892 1.551942 -3.571379  0.00
H38 1.449889 0.328339 -4.854802  0.00
H39 1.508573 -3.012438 -3.286108  0.00
H40 0.951717 -2.009113 -4.657925  0.00
H41 -0.198145 -2.496367 -3.366998  0.00
F1 3.752177 3.521277 4.316682  0.00
C24 3.053887 2.684270 3.477439  0.00
C25 3.664548 1.519405 3.041530  0.00
C26 2.945975 0.673391 2.162829  -0.01
C27 1.655853 1.020365 1.761056  -0.02
C28 1.046481 2.170078 2.253663  0.00
C29 1.761630 3.033735 3.110666  0.00
H42 4.670913 1.261523 3.364161  0.00
H43 3.463602 -0.254943 1.832202  0.00
H44 0.017710 2.403862 1.985007  0.00
H45 1.322651 3.966509 3.468483  0.00

Cartesian forces (eV/Å) of the 2 atoms listed first:
-1.49 -0.78 2.22
1.06 -0.34 -0.02